120
Properties=species:S:1:pos:R:3:mulliken_charge:R:1 method="wB97M-V/def2-TZVPD" spin_multiplicity=1 e_tot_ha=-4952.465596 lumo_energy_ha=-0.16812 de_lowest_kcal_mol=10.0 homo_energy_ev=-9.643 charge=+1 orbital_gap_ev=5.1
C -4.2824 4.9584 5.0624 -1.29
C -3.0518 4.9967 4.1958 -0.10
O -2.0441 4.1256 4.7557 -0.34
C -0.9476 4.0535 3.9415 0.46
O -0.2656 5.0412 3.6963 -0.59
C -0.6645 2.7005 3.3620 0.25
C 0.8260 2.3565 3.4071 -1.25
C 1.5934 3.2162 2.3683 0.15
C 2.6259 2.4708 1.6032 0.79
C 3.9562 2.8341 1.5549 0.29
C 4.5218 4.0389 2.2303 -1.34
C 3.8740 5.3569 1.7129 0.31
C 4.7562 6.0947 0.7402 -1.56
Br 3.4321 6.4731 3.2534 -0.07
C 4.7694 1.9980 0.7934 -0.71
N 4.2955 0.9386 0.1895 -0.04
N 3.0326 0.5291 0.1713 -0.63
C 2.2399 1.3230 0.8589 0.05
O 0.9412 1.0145 0.8672 0.05
C 0.3692 0.7189 -0.4517 -0.70
C -1.1007 1.1361 -0.5329 1.62
C -1.9567 -0.1455 -0.4778 -2.49
C -1.3538 1.8003 -1.9063 -1.76
C -1.1967 3.3447 -1.9962 0.92
C -0.3103 3.6750 -3.2042 -1.73
C -0.5425 3.9767 -0.7805 -1.16
H -4.0155 5.3077 6.0528 0.31
H -4.9883 5.6664 4.6435 0.39
H -4.7004 3.9601 5.0874 0.33
H -3.2637 4.6350 3.1903 0.25
H -2.7051 6.0244 4.1343 0.30
H -1.2539 1.9737 3.9139 0.48
H -1.0465 2.6595 2.3461 -0.32
H 0.9077 1.2932 3.2302 0.46
H 1.1593 2.6099 4.4069 0.60
H 2.1019 3.9907 2.9232 0.25
H 0.9062 3.7380 1.7124 0.19
H 5.5660 4.1063 1.9375 0.53
H 4.4580 3.9851 3.3083 0.48
H 2.9347 5.1564 1.2192 0.26
H 4.9339 5.5154 -0.1627 0.36
H 5.6876 6.4262 1.1842 0.43
H 4.2366 6.9925 0.4198 0.44
H 5.8188 2.2153 0.6853 0.48
H 4.9375 0.3512 -0.3287 0.26
H 0.4744 -0.3478 -0.6158 -0.03
H 0.9428 1.2333 -1.2160 0.55
H -1.4151 1.7312 0.3143 -0.05
H -1.9348 -0.5636 0.5244 0.55
H -1.6555 -0.8663 -1.2316 0.47
H -2.9903 0.1324 -0.6672 0.57
H -2.3398 1.4904 -2.2290 0.41
H -0.6635 1.3675 -2.6285 0.46
H -2.1792 3.7748 -2.1690 0.43
H -0.1935 4.7557 -3.2198 0.48
H -0.7185 3.3097 -4.1374 0.41
H 0.6914 3.2868 -3.0277 0.25
H -0.3972 5.0442 -0.9143 0.62
H 0.4470 3.5349 -0.6541 -0.06
H -1.1128 3.8555 0.1354 0.26
N 1.9333 -3.5126 -0.5668 0.00
C 1.7550 -4.7314 0.0333 -0.67
C 2.1457 -4.6177 1.3393 -0.76
C 2.5731 -3.2777 1.5402 -0.24
C 2.4267 -2.6167 0.3488 -0.93
H 1.7282 -3.3061 -1.5288 0.47
H 1.3661 -5.5697 -0.5198 0.48
H 2.1260 -5.4080 2.0705 0.52
H 2.9425 -2.8488 2.4574 0.44
H 2.6290 -1.5921 0.0784 0.71
N 3.3629 3.5499 -6.3889 0.00
C 3.1436 3.9309 -7.6851 -0.46
C 2.4159 5.0891 -7.6656 -0.45
C 2.1887 5.4249 -6.3038 -0.37
C 2.7858 4.4586 -5.5410 -0.54
H 3.8675 2.7318 -6.1071 0.18
H 3.5225 3.3468 -8.5057 0.38
H 2.0834 5.6371 -8.5306 0.39
H 1.6494 6.2789 -5.9297 0.40
H 2.8499 4.3392 -4.4727 0.47
N -2.6160 -3.1855 1.1772 0.20
C -1.2594 -3.3720 1.2485 -0.73
C -0.9607 -3.7783 2.5187 -0.19
C -2.1834 -3.8412 3.2450 -0.77
C -3.1866 -3.4749 2.3887 -0.75
H -3.1157 -2.8838 0.3605 0.29
H -0.6280 -3.2017 0.3928 0.59
H 0.0224 -4.0049 2.8885 0.45
H -2.3100 -4.1273 4.2754 0.40
H -4.2514 -3.3955 2.5342 0.53
N -5.5356 -4.9647 5.1179 0.06
C -6.5580 -4.3928 4.4090 -0.68
C -7.2110 -5.3887 3.7345 -0.30
C -6.5597 -6.6116 4.0520 -0.42
C -5.5332 -6.3170 4.9077 -0.50
H -4.8883 -4.4694 5.7012 0.21
H -6.7309 -3.3306 4.4462 0.42
H -8.0616 -5.2575 3.0873 0.42
H -6.8174 -7.5938 3.6938 0.41
H -4.8040 -6.9502 5.3829 0.38
N 3.5440 -4.4625 -3.1228 0.00
C 3.9404 -3.6168 -4.1259 -0.40
C 3.7890 -4.2762 -5.3156 -0.48
C 3.2797 -5.5695 -5.0204 -0.53
C 3.1387 -5.6538 -3.6617 -0.37
H 3.5568 -4.2447 -2.1432 0.28
H 4.2953 -2.6239 -3.9067 0.35
H 4.0176 -3.8782 -6.2898 0.39
H 3.0448 -6.3479 -5.7260 0.41
H 2.7870 -6.4550 -3.0345 0.37
N -3.3928 -5.4601 -1.3791 0.15
C -2.9905 -4.6053 -2.3698 -0.08
C -3.1237 -5.2557 -3.5675 -0.68
C -3.6300 -6.5531 -3.2876 -0.40
C -3.7867 -6.6469 -1.9303 -0.59
H -3.3962 -5.2481 -0.3970 0.15
H -2.6445 -3.6110 -2.1391 0.26
H -2.8864 -4.8483 -4.5358 0.40
H -3.8537 -7.3275 -4.0014 0.40
H -4.1425 -7.4529 -1.3124 0.39